[1]
DFT (ωB97M-V/def2-TZVPD) results for a 11-piece molecular cluster, C38H60F4O33 overall in a non-equilibrium geometry.

## Properties
Kohn-Sham gap in eV: 9.80
SMILES string: O=C1OC[C@@H](F)O1.O=C1OC[C@@H](F)O1.O=C1OC[C@@H](F)O1.O=C1OC[C@@H](F)O1.CCOC(=O)OC.CCOC(=O)OC.CCOC(=O)OC.CCOC(=O)OC.CCOC(=O)OC.O=C1OCCO1.O=C1OCCO1
LUMO energy in eV: -0.37
E_tot in eV: -118813.3338
Multiplicity: 1
F_max in eV Å⁻¹: 5.66

Bonds (Å) are listed after each position.
Geometry (Å):
1 F -2.69646 6.50706 1.31438  C42 1.346
2 F 7.17980 2.21426 3.40505  C43 1.308
3 F 0.03679 3.06365 -4.59391  C54 1.316
4 F 4.62614 -3.85095 4.33551  C47 1.337
5 O -3.58829 0.80293 3.54999  C68 1.194
6 O -4.26519 -1.84787 3.60774  C40 1.214
7 O -4.89417 -3.23372 1.88672  C40 1.343, C49 1.407
8 O 5.83810 5.07235 -4.19595  C50 1.385, C72 1.350
9 O 2.46670 -4.64397 4.30079  C47 1.433, C63 1.326
10 O -2.21817 2.87744 -2.70827  C58 1.384, C66 1.406
11 O 4.83866 -0.43820 0.85846  C39 1.180
12 O 4.95455 -3.54863 -1.66752  C55 1.409, C74 1.417
13 O 0.97444 -3.94741 5.94409  C63 1.265
14 O -1.22682 4.96308 2.12994  C42 1.390, C46 1.362
15 O 5.86173 1.16667 1.89399  C39 1.322, C43 1.412
16 O -0.72573 -5.51127 -1.91796  C52 1.343, C62 1.441
17 O 3.22003 -3.40958 -0.12916  C60 1.419, C74 1.387
18 O -0.85314 0.28443 -0.76333  C53 1.255
19 O -3.14789 -3.75554 3.08122  C40 1.356, C73 1.449
20 O 5.81853 -0.77231 2.91286  C39 1.355, C44 1.401
21 O 0.31701 -1.00981 0.75964  C53 1.342, C61 1.431
22 O 0.20888 6.59729 2.07254  C46 1.371, C75 1.393
23 O 5.46712 -3.36513 0.60206  C74 1.259
24 O -1.71508 1.02836 4.61314  C38 1.424, C68 1.269
25 O -1.77008 -1.64786 0.17020  C53 1.405, C67 1.404
26 O 4.71729 3.47060 -3.26345  C48 1.362, C72 1.333
27 O -1.94305 -6.25592 -3.56971  C52 1.359, C71 1.425
28 O -1.42134 -7.63685 -1.81115  C52 1.196
29 O -6.39016 -0.30792 -4.39041  C70 1.230
30 O 3.69047 4.61747 -4.92763  C72 1.228
31 O -4.39767 -0.96346 -5.29518  C56 1.419, C70 1.349
32 O -5.59030 0.41663 -6.44322  C57 1.402, C70 1.341
33 O -1.73984 1.91058 2.65032  C59 1.485, C68 1.393
34 O -0.02276 3.29069 -2.41086  C54 1.381, C58 1.349
35 O 1.00549 4.47845 1.62348  C46 1.230
36 O -1.52463 4.52742 -1.26012  C58 1.213
37 O 2.07247 -2.55233 4.52746  C63 1.315, C69 1.423
38 C -2.00923 0.19470 5.72923  O24 1.424, C51 1.490, H93 1.090, H116 1.090
39 C 5.46625 -0.09054 1.79558  O11 1.180, O15 1.322, O20 1.355
40 C -4.15266 -2.85551 2.94059  O6 1.214, O7 1.343, O19 1.356
41 C 1.50333 1.03795 1.47591  C61 1.544, H87 1.090, H96 1.090, H133 1.090
42 C -1.96141 6.11775 2.37307  F1 1.346, O14 1.390, C75 1.578, H121 1.090
43 C 6.12213 1.46012 3.25001  F2 1.308, O15 1.412, C44 1.519, H101 1.090
44 C 6.46876 0.08945 3.80571  O20 1.401, C43 1.519, H94 1.090, H130 1.090
45 C -6.21898 2.68135 -6.02316  C57 1.557, H86 1.090, H95 1.090, H102 1.090
46 C 0.09604 5.23630 1.95559  O14 1.362, O22 1.371, O35 1.230
47 C 3.52233 -3.98133 3.59271  F4 1.337, O9 1.433, C69 1.473, H112 1.090
48 C 3.61252 2.70433 -3.04354  O26 1.362, C65 1.586, H85 1.090, H122 1.090
49 C -5.84585 -2.36906 1.31559  O7 1.407, H89 1.090, H120 1.090, H132 1.090
50 C 6.85258 4.96173 -3.25925  O8 1.385, H80 1.090, H90 1.090, H131 1.090
51 C -0.71541 0.19368 6.46769  C38 1.490, H100 1.090, H111 1.090, H119 1.090
52 C -1.32262 -6.60758 -2.41279  O16 1.343, O27 1.359, O28 1.196
53 C -0.72451 -0.73312 -0.04073  O18 1.255, O21 1.342, O25 1.405
54 C -0.07056 2.39791 -3.46390  F3 1.316, O34 1.381, C66 1.587, H129 1.090
55 C 3.85482 -3.12246 -2.43915  O12 1.409, C60 1.538, H103 1.090, H126 1.090
56 C -4.17879 -1.84859 -4.20828  O31 1.419, H78 1.090, H84 1.090, H125 1.090
57 C -6.57403 1.36162 -6.76811  O32 1.402, C45 1.557, H77 1.090, H83 1.090
58 C -1.27453 3.67773 -2.08891  O10 1.384, O34 1.349, O36 1.213
59 C -2.43304 2.14580 1.35854  O33 1.485, H88 1.090, H98 1.090, H134 1.090
60 C 2.70423 -3.37302 -1.45028  O17 1.419, C55 1.538, H110 1.090, H113 1.090
61 C 1.50479 -0.22924 0.59292  O21 1.431, C41 1.544, H79 1.090, H105 1.090
62 C -0.77584 -4.40889 -2.84456  O16 1.441, C71 1.491, H82 1.090, H91 1.090
63 C 1.82315 -3.74245 5.02898  O9 1.326, O13 1.265, O37 1.315
64 C -1.09893 -2.51193 3.60353  C73 1.530, H108 1.090, H109 1.090, H123 1.090
65 C 4.04085 1.52926 -2.06897  C48 1.586, H92 1.090, H114 1.090, H115 1.090
66 C -1.57414 1.88927 -3.47411  O10 1.406, C54 1.587, H117 1.090, H135 1.090
67 C -2.97014 -1.52887 -0.54844  O25 1.404, H106 1.090, H118 1.090, H127 1.090
68 C -2.47586 1.23086 3.61800  O5 1.194, O24 1.269, O33 1.393
69 C 2.91705 -2.65436 3.38693  O37 1.423, C47 1.473, H97 1.090, H124 1.090
70 C -5.55180 -0.26561 -5.28983  O29 1.230, O31 1.349, O32 1.341
71 C -1.55042 -4.95391 -3.99565  O27 1.425, C62 1.491, H107 1.090, H128 1.090
72 C 4.64818 4.43437 -4.18185  O8 1.350, O26 1.333, O30 1.228
73 C -2.11780 -3.54914 4.07925  O19 1.449, C64 1.530, H81 1.090, H99 1.090
74 C 4.59549 -3.38746 -0.30612  O12 1.417, O17 1.387, O23 1.259
75 C -0.86142 7.18709 2.74116  O22 1.393, C42 1.578, H76 1.090, H104 1.090
76 H -0.69074 7.07492 3.81186  C75 1.090
77 H -6.52006 1.50184 -7.84770  C57 1.090
78 H -4.47809 -1.35363 -3.28441  C56 1.090
79 H 1.65666 0.02077 -0.45709  C61 1.090
80 H 6.66187 5.32534 -2.24954  C50 1.090
81 H -1.70481 -4.55783 4.08856  C73 1.090
82 H 0.21464 -4.07354 -3.15212  C62 1.090
83 H -7.61050 1.12679 -6.52587  C57 1.090
84 H -4.75756 -2.75157 -4.40257  C56 1.090
85 H 2.77772 3.22183 -2.57088  C48 1.090
86 H -5.18095 3.00589 -6.09567  C45 1.090
87 H 2.51291 1.42394 1.61680  C41 1.090
88 H -1.72506 2.52476 0.62148  C59 1.090
89 H -6.20554 -2.70163 0.34187  C49 1.090
90 H 7.73386 5.53657 -3.54388  C50 1.090
91 H -1.37501 -3.61666 -2.39571  C62 1.090
92 H 3.38146 0.67779 -2.23717  C65 1.090
93 H -2.40072 -0.73479 5.31586  C38 1.090
94 H 6.03079 -0.03075 4.79659  C44 1.090
95 H -6.38407 2.60850 -4.94820  C45 1.090
96 H 1.25954 0.80144 2.51164  C41 1.090
97 H 2.27429 -2.60136 2.50821  C69 1.090
98 H -2.60522 1.12386 1.02075  C59 1.090
99 H -2.37581 -3.38225 5.12504  C73 1.090
100 H -0.92638 -0.36389 7.38021  C51 1.090
101 H 5.25124 1.99486 3.62909  C43 1.090
102 H -6.84617 3.50971 -6.35263  C45 1.090
103 H 3.92332 -3.64647 -3.39247  C55 1.090
104 H -1.09879 8.19857 2.41155  C75 1.090
105 H 2.34428 -0.91078 0.73020  C61 1.090
106 H -3.69720 -1.93247 0.15625  C67 1.090
107 H -0.86156 -5.19780 -4.80441  C71 1.090
108 H -0.57009 -2.86817 2.71949  C64 1.090
109 H -0.45444 -2.22890 4.43576  C64 1.090
110 H 2.10451 -4.23484 -1.74301  C60 1.090
111 H 0.13812 -0.35085 6.06387  C51 1.090
112 H 3.76085 -4.47316 2.64968  C47 1.090
113 H 2.06947 -2.48717 -1.47176  C60 1.090
114 H 3.89695 1.95335 -1.07522  C65 1.090
115 H 5.10969 1.37171 -2.21344  C65 1.090
116 H -2.84848 0.69082 6.21670  C38 1.090
117 H -1.97771 1.73946 -4.47550  C66 1.090
118 H -3.12616 -0.46433 -0.72313  C67 1.090
119 H -0.43022 1.15535 6.89425  C51 1.090
120 H -6.68130 -2.19900 1.99471  C49 1.090
121 H -2.62735 5.96775 3.22285  C42 1.090
122 H 3.38083 2.28302 -4.02177  C48 1.090
123 H -1.67085 -1.64428 3.27459  C64 1.090
124 H 3.63325 -1.84580 3.24068  C69 1.090
125 H -3.15651 -2.21093 -4.09981  C56 1.090
126 H 3.84915 -2.05091 -2.63878  C55 1.090
127 H -2.86981 -1.97471 -1.53802  C67 1.090
128 H -2.35513 -4.32366 -4.37424  C71 1.090
129 H 0.75280 1.68374 -3.47630  C54 1.090
130 H 7.53727 -0.12453 3.82989  C44 1.090
131 H 7.25028 3.95359 -3.14265  C50 1.090
132 H -5.41404 -1.39809 1.07300  C49 1.090
133 H 0.74346 1.75494 1.16508  C41 1.090
134 H -3.38830 2.66417 1.27574  C59 1.090
135 H -1.67320 0.93114 -2.96395  C66 1.090

Atomic partial charges in e from the Löwdin method, atoms 1 to 5: 0.08 0.11 0.09 0.11 0.14

[2]
DFT (ωB97M-V/def2-TZVPD) results for a 8-piece molecular cluster, C38H60O16 overall.

## Properties
Kohn-Sham gap in eV: 10.09
SMILES string: CCCCCC[C@H]1COC(=O)C1.O=C1CCCO1.O=C1CCCO1.O=C1CCCO1.O=C1CCCO1.O=C1CCCO1.O=C1CCCO1.O=C1CCCO1
LUMO energy in eV: 0.57
E_tot in eV: -73141.5754
Multiplicity: 1
F_max in eV Å⁻¹: 0.68

Bonds (Å) are listed after each position.
Geometry (Å):
1 O -2.22037 -2.85888 6.19569  C32 1.196
2 O 0.88584 7.39805 -0.70323  C38 1.197
3 O 4.16002 -2.24634 1.61517  C43 1.445, C45 1.347
4 O -0.19044 -0.84170 1.40793  C37 1.448, C48 1.352
5 O 4.43249 5.95869 -3.48621  C20 1.353, C27 1.438
6 O 3.60459 -3.73437 -1.18940  C21 1.197
7 O -4.08739 2.94870 1.10344  C19 1.194
8 O 4.10559 4.36316 -1.96076  C20 1.196
9 O -0.14805 -2.20047 6.69371  C23 1.438, C32 1.353
10 O -1.05802 -6.86469 -5.02345  C17 1.439, C42 1.355
11 O -2.24856 -1.52296 0.88614  C48 1.199
12 O -1.66371 -7.46397 -2.95304  C42 1.195
13 O 2.18303 -4.21532 -2.84086  C21 1.353, C22 1.439
14 O 0.69017 6.04098 1.06324  C38 1.361, C46 1.459
15 O -5.58714 2.30950 -0.42264  C19 1.355, C29 1.436
16 O 3.45429 -1.91600 3.70551  C45 1.200
17 C -1.61254 -6.08409 -6.09787  O10 1.439, C26 1.526, H86 1.087, H87 1.092
18 C 0.15618 2.63936 -0.33599  C24 1.533, C40 1.532, H60 1.099, H99 1.096
19 C -5.22937 2.78256 0.79587  O7 1.194, O15 1.355, C47 1.518
20 C 4.47702 5.46882 -2.22591  O5 1.353, O8 1.196, C49 1.517
21 C 2.47636 -3.87054 -1.56602  O6 1.197, O13 1.353, C36 1.514
22 C 0.75892 -4.19038 -3.04922  O13 1.439, C44 1.524, H70 1.088, H104 1.093
23 C 0.89832 -2.58158 7.60283  O9 1.438, C35 1.526, H98 1.087, H111 1.092
24 C -0.00593 4.16192 -0.25822  C18 1.533, C46 1.544, C54 1.535, H55 1.096
25 C -1.50215 1.35072 -2.81999  C31 1.530, C39 1.542, H89 1.098, H113 1.097
26 C -3.12349 -6.13024 -5.89153  C17 1.526, C28 1.527, H85 1.088, H109 1.091
27 C 4.99234 7.28200 -3.53276  O5 1.438, C53 1.526, H75 1.092, H97 1.087
28 C -3.22362 -6.23385 -4.37099  C26 1.527, C42 1.518, H59 1.086, H114 1.092
29 C -7.01671 2.29077 -0.55756  O15 1.436, C50 1.526, H79 1.087, H93 1.092
30 C 0.11394 -1.84623 3.51758  C37 1.522, C41 1.527, H96 1.089, H100 1.086
31 C -2.03517 2.07761 -1.58360  C25 1.530, C40 1.526, H69 1.097, H73 1.099
32 C -1.25438 -2.95287 6.89441  O1 1.196, O9 1.353, C34 1.518
33 C 5.84820 -1.94205 3.21429  C45 1.515, C51 1.525, H76 1.092, H84 1.087
34 C -1.02738 -3.87467 8.07831  C32 1.518, C35 1.527, H82 1.086, H95 1.092
35 C 0.18246 -3.25192 8.77227  C23 1.526, C34 1.527, H81 1.088, H102 1.091
36 C 1.19316 -3.68047 -0.78529  C21 1.514, C44 1.525, H71 1.092, H88 1.087
37 C 0.84846 -1.20593 2.34854  O4 1.448, C30 1.522, H77 1.086, H101 1.089
38 C 0.91640 6.28770 -0.25634  O2 1.197, O14 1.361, C54 1.502
39 C -2.38166 1.55208 -4.07046  C25 1.542, C52 1.538, H90 1.094, H110 1.098
40 C -1.17425 1.88060 -0.33914  C18 1.532, C31 1.526, H61 1.094, H112 1.098
41 C -1.09152 -2.47737 2.82481  C30 1.527, C48 1.515, H63 1.087, H105 1.093
42 C -1.93276 -6.93707 -3.99122  O10 1.355, O12 1.195, C28 1.518
43 C 5.42126 -2.41734 0.93035  O3 1.445, C51 1.526, H67 1.090, H107 1.085
44 C 0.14785 -4.36038 -1.66389  C22 1.524, C36 1.525, H74 1.091, H91 1.088
45 C 4.36229 -2.02204 2.92799  O3 1.347, O16 1.200, C33 1.515
46 C -0.00961 4.76485 1.16366  O14 1.459, C24 1.544, H64 1.093, H78 1.093
47 C -6.47744 3.04490 1.61895  C19 1.518, C50 1.527, H56 1.086, H80 1.092
48 C -1.29802 -1.58973 1.61432  O4 1.352, O11 1.199, C41 1.515
49 C 5.02853 6.52849 -1.29057  C20 1.517, C53 1.527, H58 1.092, H92 1.087
50 C -7.55426 2.26342 0.87031  C29 1.526, C47 1.527, H65 1.090, H103 1.088
51 C 6.44824 -1.73225 1.82793  C33 1.525, C43 1.526, H57 1.088, H72 1.091
52 C -1.87381 2.65007 -5.02068  C39 1.538, H62 1.095, H83 1.095, H94 1.094
53 C 4.88735 7.81149 -2.10590  C27 1.526, C49 1.527, H66 1.088, H108 1.090
54 C 1.12287 4.95937 -0.92552  C24 1.535, C38 1.502, H68 1.095, H106 1.088
55 H -0.93777 4.47625 -0.74243  C24 1.096
56 H -6.31969 2.72464 2.64491  C47 1.086
57 H 7.44968 -2.13892 1.70551  C51 1.088
58 H 6.06963 6.27792 -1.07719  C49 1.092
59 H -4.07679 -6.80484 -4.01666  C28 1.086
60 H 0.71313 2.32282 0.55750  C18 1.099
61 H -0.99452 0.81240 -0.18868  C40 1.094
62 H -2.18688 2.46421 -6.05340  C52 1.095
63 H -1.99007 -2.51288 3.43505  C41 1.087
64 H -1.02328 4.97804 1.51216  C46 1.093
65 H -7.58405 1.23546 1.23303  C50 1.090
66 H 5.63263 8.57140 -1.88200  C53 1.088
67 H 5.60689 -3.48565 0.82159  C43 1.090
68 H 2.09157 4.56556 -0.60077  C54 1.095
69 H -3.04287 1.69774 -1.37315  C31 1.097
70 H 0.49965 -4.99350 -3.73610  C22 1.088
71 H 1.01504 -2.60753 -0.69268  C36 1.092
72 H 6.48378 -0.66603 1.60013  C51 1.091
73 H -2.15952 3.14242 -1.82348  C31 1.099
74 H 0.08280 -5.42191 -1.42135  C44 1.091
75 H 6.02852 7.20206 -3.86959  C27 1.092
76 H 6.15214 -2.89102 3.66097  C33 1.092
77 H 1.40268 -0.31131 2.61643  C37 1.086
78 H 0.50481 4.15399 1.90942  C46 1.093
79 H -7.28551 1.41833 -1.14768  C29 1.087
80 H -6.66189 4.12090 1.61098  C47 1.092
81 H 0.81340 -3.96303 9.30062  C35 1.088
82 H -1.92401 -3.92469 8.68953  C34 1.086
83 H -2.27205 3.63252 -4.74609  C52 1.095
84 H 6.05080 -1.14274 3.92192  C33 1.087
85 H -3.63269 -5.27011 -6.32013  C26 1.088
86 H -1.28198 -6.52401 -7.03509  C17 1.087
87 H -1.21538 -5.06915 -6.02230  C17 1.092
88 H 1.30085 -4.10893 0.20792  C36 1.087
89 H -0.48757 1.70426 -3.04736  C25 1.098
90 H -2.48197 0.61161 -4.61989  C39 1.094
91 H -0.84888 -3.93171 -1.58109  C44 1.088
92 H 4.46996 6.52894 -0.35820  C49 1.087
93 H -7.32093 3.19162 -1.09551  C29 1.092
94 H -0.78205 2.72092 -5.00358  C52 1.094
95 H -0.81394 -4.87138 7.68732  C34 1.092
96 H -0.22346 -1.08081 4.21502  C30 1.089
97 H 4.42671 7.85855 -4.25996  C27 1.087
98 H 1.44812 -1.68469 7.87529  C23 1.087
99 H 0.78149 2.37322 -1.19543  C18 1.096
100 H 0.73991 -2.54532 4.06354  C30 1.086
101 H 1.52416 -1.89691 1.84769  C37 1.089
102 H -0.14858 -2.49524 9.48449  C35 1.091
103 H -8.55446 2.68297 0.95235  C50 1.088
104 H 0.50242 -3.23065 -3.50486  C22 1.093
105 H -0.87632 -3.48425 2.45791  C41 1.093
106 H 1.05717 4.97863 -2.01162  C54 1.088
107 H 5.34513 -1.97286 -0.05609  C43 1.085
108 H 3.89883 8.24246 -1.94397  C53 1.090
109 H -3.53041 -7.03144 -6.35152  C26 1.091
110 H -3.38796 1.83183 -3.73253  C39 1.098
111 H 1.57161 -3.26400 7.07967  C23 1.092
112 H -1.74659 2.20631 0.53993  C40 1.098
113 H -1.41419 0.28208 -2.58755  C25 1.097
114 H -3.22570 -5.25468 -3.88801  C28 1.092

Atomic partial charges in e from the Löwdin method, atoms 1 to 5: 0.12 0.12 0.02 0.00 0.03